(1)
The following is a DFT calculation (the ωB97M-V functional and the def2-TZVPD basis) of 13 unconnected molecules or ions with the total composition C5H34N2O13 at a distorted geometry.

```
54
C5H34N2O13, DFT the ωB97M-V functional and the def2-TZVPD basis
N 1.720 0.192 0.312
C 1.688 0.880 -0.989
C 0.658 0.201 -1.810
C -0.032 -0.781 -0.819
C 0.286 -0.133 0.520
C -0.106 -0.984 1.713
N 0.617 -0.698 2.813
O -1.167 -1.578 1.777
H 2.279 -0.717 0.155
H 2.660 0.760 -1.465
H 1.512 2.035 -0.855
H 1.096 -0.253 -2.715
H -0.211 0.873 -2.191
H -1.091 -1.008 -0.975
H 0.198 -1.893 -0.822
H -0.311 0.734 0.625
H 1.605 -0.279 2.700
H 0.373 -1.112 3.723
H -0.731 2.271 -0.217
H -2.288 2.782 0.435
O -1.580 2.819 -0.326
H -3.222 1.965 1.729
H -4.466 2.718 1.297
O -3.533 2.880 1.652
H 1.505 -3.162 -2.488
H 2.377 -2.401 -3.531
O 2.424 -2.709 -2.661
H -2.306 -3.048 -0.390
H -2.612 -3.420 -1.747
O -2.594 -3.819 -0.892
H 1.890 4.288 0.288
H 2.192 4.090 1.807
O 1.500 4.288 1.120
H 1.779 2.061 4.641
H 1.065 1.428 3.409
O 1.922 1.770 3.772
H -3.129 -0.484 -2.078
H -4.457 -0.992 -1.881
O -3.599 -1.265 -1.995
H 3.919 1.308 0.787
H 3.492 0.492 2.144
O 4.194 0.813 1.499
H 4.473 -1.457 -0.267
H 3.558 -1.772 -1.507
O 3.613 -1.190 -0.709
H -3.133 1.696 -2.856
H -2.618 2.281 -1.711
O -2.795 1.367 -2.097
H -2.799 0.585 -0.477
H -2.764 -0.397 0.939
O -2.870 0.472 0.479
H -0.257 -4.776 -0.448
H -0.221 -3.651 0.691
O 0.293 -4.068 -0.114
```

For the max |F|, the calculation gives 0.1012 hartree/bohr. As for the total energy: -35333.068 eV. As for the total charge: 0. The value obtained for the frontier orbital gap is 9.13 eV. The relative energy (zero: lowest compared OMol25 entry of this formula, charge and spin) comes out at 390.5 kJ/mol. As for the lowest unoccupied orbital energy: 0.23 eV. For the molecular weight, the calculation gives 330.33 g mol⁻¹. The calculation puts the HOMO energy at -8.90 eV.

=====

(2)
The following is a DFT calculation (the ωB97M-V functional and the def2-TZVPD basis) of 11 unconnected molecules or ions with the total composition C5H34N3O10 at a distorted geometry.

```
52
C5H34N3O10, DFT the ωB97M-V functional and the def2-TZVPD basis
C -1.081 3.039 0.757
C -1.021 1.507 0.778
C 0.298 1.096 1.585
C 1.337 0.435 0.788
C 2.628 0.839 0.682
N 3.528 0.166 -0.151
N 1.007 -0.952 0.450
N -2.211 0.921 1.403
H -0.332 3.471 0.110
H -2.063 3.501 0.519
H -0.742 3.432 1.711
H -0.768 1.111 -0.206
H 0.568 1.992 2.190
H 0.069 0.496 2.466
H 2.925 1.841 0.947
H 4.406 0.604 -0.362
H 3.602 -0.830 -0.053
H 1.541 -1.665 1.065
H 1.107 -1.184 -0.534
H 0.013 -1.214 0.554
H -2.602 1.439 2.173
H -2.928 0.807 0.705
H 2.007 1.648 4.663
H 0.735 1.130 4.082
O 1.116 1.943 4.443
H 2.112 -3.206 -1.190
H 0.789 -3.470 -0.243
O 1.728 -3.614 -0.412
H -0.153 3.741 -3.530
H 1.153 2.871 -3.011
O 0.276 2.888 -3.395
H -1.690 0.875 -3.296
H -3.044 1.270 -2.722
O -2.452 0.520 -2.821
H 0.670 -1.386 -2.958
H -0.190 -2.314 -2.237
O 0.771 -2.072 -2.277
H 0.627 -2.636 3.425
H 0.071 -3.026 2.066
O 0.869 -2.669 2.487
H -1.938 -0.307 3.012
H -1.344 -0.820 4.402
O -1.159 -0.681 3.469
H -1.657 -2.011 -0.625
H -2.189 -1.731 0.855
O -1.498 -2.144 0.330
H -2.533 -1.592 -2.597
H -2.034 -2.992 -2.982
O -1.795 -2.221 -2.431
H 0.284 1.052 -4.279
H 0.772 -0.002 -5.349
O 0.416 0.106 -4.454
```

The multiplicity is 2. For the max |F|, the calculation gives 0.0884 hartree/bohr. As for the total energy: -30665.417 eV. As for the total charge: +2. The expectation value of S² is 0.761. The value obtained for the frontier orbital gap (alpha / beta) is 9.37 / 5.61 eV. As for the lowest unoccupied orbital energy (alpha / beta): -6.86 / -10.60 eV. For the molecular weight, the calculation gives 296.34 g mol⁻¹. The calculation puts the HOMO energy (alpha / beta) at -16.23 / -16.21 eV.

=====

(3)
The following is a DFT calculation (the ωB97M-V functional and the def2-TZVPD basis) of 13 unconnected molecules or ions with the total composition C5H34NO13 at a distorted geometry.

```
53
C5H34NO13, DFT the ωB97M-V functional and the def2-TZVPD basis
O -3.103 -1.461 2.153
C -3.519 -0.404 1.729
C -3.423 0.073 0.282
N -1.924 0.134 -0.139
C -1.968 0.326 -1.670
C -3.339 -0.215 -2.055
C -4.179 -0.700 -0.756
H -3.699 0.329 2.357
H -3.711 1.200 0.352
H -1.299 0.744 0.400
H -1.375 -0.776 0.016
H -1.948 1.491 -1.826
H -1.026 -0.156 -2.051
H -3.312 -1.035 -2.720
H -3.993 0.518 -2.575
H -4.361 -1.779 -0.594
H -5.206 -0.315 -0.928
H 1.676 0.627 1.081
H 1.278 -0.201 2.304
O 0.999 0.532 1.708
H 1.106 1.458 -3.490
H 0.107 2.183 -2.605
O 0.245 1.343 -3.037
H 0.362 -2.315 -1.263
H 0.921 -0.808 -1.572
O 0.565 -1.422 -0.914
H -0.599 1.169 2.158
H -1.262 2.508 1.672
O -1.473 1.606 2.031
H -0.225 4.396 -1.809
H 0.974 3.833 -1.164
O 0.137 3.567 -1.487
H 1.555 1.979 3.856
H 2.668 2.902 3.827
O 1.756 2.945 3.579
H -0.166 -4.952 0.040
H -0.178 -3.483 0.410
O 0.183 -4.113 -0.292
H 3.129 1.375 -2.413
H 3.916 2.334 -3.071
O 3.676 1.451 -3.163
H 3.345 -3.099 -0.693
H 4.541 -2.248 -0.406
O 3.655 -2.320 -0.171
H 0.672 -2.809 2.048
H 1.164 -1.895 1.004
O 0.409 -2.299 1.409
H 2.047 2.630 0.614
H 3.519 2.941 0.401
O 2.720 2.920 0.011
H 2.730 -3.588 1.646
H 2.873 -3.399 3.279
O 2.360 -3.723 2.495
```

For the max |F|, the calculation gives 0.1570 hartree/bohr. As for the total energy: -33836.561 eV. As for the total charge: +1. The value obtained for the frontier orbital gap is 10.24 eV. The relative energy (zero: lowest compared OMol25 entry of this formula, charge and spin) comes out at 422.4 kJ/mol. As for the lowest unoccupied orbital energy: -2.75 eV. For the molecular weight, the calculation gives 316.32 g mol⁻¹. The calculation puts the HOMO energy at -13.00 eV.

=====

(4)
The following is a DFT calculation (the ωB97M-V functional and the def2-TZVPD basis) of 14 unconnected molecules or ions with the total composition C5H34NO15 at a distorted geometry.

```
55
C5H34NO15, DFT the ωB97M-V functional and the def2-TZVPD basis
O 1.030 -2.344 1.833
C 1.776 -1.376 1.673
O 1.783 -0.370 2.445
C 2.483 -1.148 0.388
C 1.457 -0.939 -0.686
C 0.505 0.216 -0.244
C -1.065 -0.049 1.625
N -0.596 -0.319 0.454
H 3.060 -2.016 0.134
H 3.278 -0.353 0.460
H 1.831 -0.586 -1.638
H 1.044 -1.983 -0.804
H 1.220 1.078 0.342
H 0.128 0.555 -1.296
H -2.126 -0.420 1.736
H -0.474 0.388 2.502
H 1.958 2.863 -0.369
H 2.794 1.620 -0.727
O 2.241 2.340 -1.073
H -0.732 3.214 -1.555
H -0.945 4.237 -0.363
O -1.301 3.394 -0.796
H 2.322 1.039 1.796
H 2.795 2.440 2.030
O 2.801 1.764 1.367
H 0.560 1.825 2.347
H -0.379 2.963 2.320
O 0.451 2.718 1.908
H 0.618 -3.646 0.330
H -0.387 -4.418 -0.558
O 0.576 -4.287 -0.407
H -2.499 -0.862 -0.712
H -3.404 -2.034 -1.071
O -3.378 -1.122 -1.091
H -0.002 0.726 -3.217
H -1.159 -0.017 -3.766
O -0.161 -0.029 -3.665
H 1.017 2.140 -1.960
H 0.919 2.698 -3.334
O 0.363 2.607 -2.579
H 0.050 -1.610 -3.159
H 0.733 -2.771 -2.298
O 0.109 -2.625 -2.955
H -3.268 0.120 -2.534
H -2.388 1.251 -2.966
O -2.992 0.567 -3.298
H -1.805 -3.038 1.285
H -1.075 -2.239 0.080
O -1.787 -2.915 0.266
H 0.614 -0.849 3.586
H -0.681 -1.453 3.651
O -0.148 -1.028 4.248
H -2.986 2.338 2.009
H -2.473 3.672 1.276
O -2.702 3.223 2.136
```

For the max |F|, the calculation gives 0.1016 hartree/bohr. As for the total energy: -37940.328 eV. As for the total charge: -1. The value obtained for the frontier orbital gap is 8.97 eV. The relative energy (zero: lowest compared OMol25 entry of this formula, charge and spin) comes out at 418.8 kJ/mol. As for the lowest unoccupied orbital energy: 2.34 eV. For the molecular weight, the calculation gives 348.32 g mol⁻¹. The calculation puts the HOMO energy at -6.63 eV.